# C31H49NO4P2Pt

A structure of composition C31H49NO4P2Pt at a distorted geometry (ωB97M-V/def2-TZVPD, OMol25).

As for the energy relative to the best compared isomer or geometry (same formula, charge and spin): 93.6 kcal/mol. The calculation puts the total energy at -64420.4262 eV. As for the orbital gap (alpha / beta): 6.15 / 2.81 eV. As for the spin multiplicity: 5. Its charge is +2. The strongest force on any atom comes out at 7.81 eV/Å.

Structure (XYZ):
```
88
C31H49NO4P2Pt, DFT ωB97M-V/def2-TZVPD
Pt 0.36 2.38 -2.12
C 3.46 0.59 -0.87
C 3.19 1.99 -0.87
C 2.14 1.06 0.97
C 2.82 0.02 0.28
C 2.36 2.27 0.26
C 4.22 -0.17 -1.87
H 4.13 0.26 -2.88
H 3.86 -1.21 -1.91
H 5.30 -0.22 -1.63
C 2.83 -1.39 0.68
H 3.06 -2.06 -0.16
H 1.85 -1.68 1.10
H 3.58 -1.58 1.47
C 1.38 0.91 2.22
H 1.99 1.16 3.10
H 1.01 -0.12 2.35
H 0.51 1.58 2.23
C 1.76 3.57 0.61
H 2.54 4.33 0.70
H 1.25 3.49 1.57
H 1.02 3.92 -0.14
C 3.77 3.00 -1.77
H 4.85 3.13 -1.61
H 3.30 3.99 -1.61
H 3.64 2.73 -2.83
C -0.60 1.13 -3.29
C 0.81 1.22 -3.63
C 1.27 2.14 -4.73
C 1.11 3.73 -4.44
C 0.52 4.08 -3.12
C -0.88 3.71 -2.85
C -1.74 3.27 -4.01
C -1.57 1.75 -4.26
H 0.74 1.88 -5.68
H 0.59 4.21 -5.28
H 2.34 1.96 -4.93
H -1.24 1.57 -5.29
H -0.89 0.18 -2.78
H 1.46 0.33 -3.39
H -2.53 1.24 -4.20
H -2.80 3.48 -3.81
H -1.39 4.35 -2.11
H -1.52 3.84 -4.94
H 2.14 4.14 -4.46
H 0.89 4.96 -2.60
P -0.06 -2.67 -1.39
C 0.54 -4.25 -0.62
H -0.07 -5.10 -0.95
H 0.44 -4.13 0.46
H 1.59 -4.40 -0.87
C -1.85 -2.94 -1.17
H -2.15 -3.90 -1.62
H -2.39 -2.12 -1.65
H -2.07 -2.95 -0.07
C 0.10 -3.09 -3.19
H -0.20 -2.20 -3.76
H -0.53 -3.95 -3.47
H 1.16 -3.31 -3.40
P -3.07 1.45 1.40
C -3.39 3.12 2.15
H -4.43 3.41 1.95
H -2.72 3.85 1.69
H -3.21 3.13 3.23
C -4.65 1.42 0.44
H -4.45 1.82 -0.56
H -5.40 2.04 0.95
H -5.02 0.40 0.31
C -3.18 0.15 2.67
H -3.87 0.40 3.48
H -2.16 0.03 3.04
H -3.39 -0.81 2.20
O -2.07 -3.18 1.73
C -1.02 -2.80 2.34
O -0.10 -2.06 1.88
C -0.89 -3.30 3.76
C -1.91 -4.09 4.34
C -1.81 -4.55 5.65
C -0.67 -4.24 6.42
C 0.36 -3.44 5.87
C 0.25 -2.98 4.55
N -0.54 -4.78 7.73
O -1.47 -5.50 8.17
O 0.49 -4.52 8.40
H -2.78 -4.36 3.75
H -2.59 -5.16 6.09
H 1.22 -3.20 6.48
H 1.05 -2.38 4.13
```

# C3H4AgO3

A structure of composition C3H4AgO3 at a distorted geometry (ωB97M-V/def2-TZVPD, OMol25).

As for the energy relative to the best compared isomer or geometry (same formula, charge and spin): 14.4 kcal/mol. The calculation puts the total energy at -13314.0158 eV. As for the orbital gap (alpha / beta): 7.56 / 7.52 eV. As for the spin multiplicity: 2. The strongest force on any atom comes out at 1.70 eV/Å.

Structure (XYZ):
```
11
C3H4AgO3, DFT ωB97M-V/def2-TZVPD
C -1.59 0.56 0.04
C -1.84 1.76 0.58
H -1.51 0.44 -1.05
H -1.77 -0.36 0.61
H -1.73 2.68 0.00
H -2.00 1.88 1.66
O 1.21 0.07 0.23
C 1.84 -0.98 -0.19
O 3.08 -1.01 -0.05
O 1.16 -1.88 -0.75
Ag 3.16 -3.15 -1.08
```

# C6H14O2

A cluster of 3 separate species, C6H14O2 in total at a distorted geometry (ωB97M-V/def2-TZVPD, OMol25).

As for the energy relative to the best compared isomer or geometry (same formula, charge and spin): 74.3 kcal/mol. The structure (SMILES) is C=CC/C=C/C.O.O. The calculation puts the total energy at -10541.3963 eV. As for the orbital gap: 9.59 eV. As for the spin multiplicity: 1. The strongest force on any atom comes out at 2.54 eV/Å.

Structure (XYZ):
```
22
C6H14O2, DFT ωB97M-V/def2-TZVPD
C 1.75 -1.50 -2.07
C 1.65 -1.32 -0.75
C 0.52 -1.86 0.12
C -0.56 -0.83 0.31
C -0.64 -0.11 1.40
C -1.79 0.79 1.83
H 2.58 -1.08 -2.63
H 1.13 -2.04 -2.67
H 2.10 -0.41 -0.31
H 0.88 -2.12 1.13
H 0.04 -2.92 -0.13
H -1.20 -0.86 -0.53
H 0.18 -0.17 2.15
H -2.14 0.50 2.84
H -2.81 0.53 1.41
H -1.59 1.82 1.54
O -1.67 1.50 -2.45
H -0.99 2.04 -2.88
H -1.38 1.23 -1.58
O 1.44 1.99 0.98
H 1.88 2.51 1.68
H 0.62 2.33 0.60
```

- energy relative to the best compared isomer or geometry (same formula, charge and spin) of number 1 (C31H49NO4P2Pt)?
  93.6 kcal/mol

- What is the formula in the first record?
  C31H49NO4P2Pt

- Among the records above, which one has the highest spin multiplicity?
  C31H49NO4P2Pt